(1)
DFT (the ωB97M-V functional and the def2-TZVPD basis) results for 2 unconnected molecules or ions with the total composition CH8N5.

Geometry as XYZ:
```
14
Properties=species:S:1:pos:R:3:forces:R:3
C -1.421 0.140 0.393 0.0890 1.7351 1.5141
N -0.125 0.748 0.834 0.1321 -0.3410 -3.3150
N -2.257 0.303 1.309 -0.8393 -0.6789 0.1061
N -1.481 -0.033 -0.934 0.2716 -1.4308 -0.8718
N 2.165 -0.952 -0.372 0.6042 -1.3407 1.6692
N 0.724 0.977 -0.028 0.1737 0.9683 -0.1428
H -0.216 1.183 1.698 0.1301 1.0564 2.5597
H 1.507 -1.138 -1.120 0.7890 -0.1893 0.0144
H -3.246 0.131 1.052 0.8055 0.0372 0.1392
H -1.923 -0.900 -1.162 -1.1849 -0.3665 -0.2768
H -0.575 -0.155 -1.340 0.7419 0.5889 -0.3651
H 2.567 -1.839 0.111 -0.9263 2.2868 -1.4562
H 2.861 -0.236 -0.572 -0.0506 -0.8055 -0.3392
H 1.419 1.771 0.132 -0.7360 -1.5199 0.7641
```
Positions in Å, forces in eV/Å.

Values from the calculation:
Gap between HOMO and LUMO (alpha / beta) = 0.296 / 0.296 hartree
E_HOMO (alpha / beta) = -14.19 / -14.19 eV
Total charge = +1
Energy above the lowest of the compared OMol25 structures with the same formula, charge and spin = 86.0 kcal/mol

(2)
DFT (the ωB97M-V functional and the def2-TZVPD basis) results for 2 unconnected molecules or ions with the total composition CH8N5O.

Geometry as XYZ:
```
15
Properties=species:S:1:pos:R:3:forces:R:3
C -0.126 -0.688 -1.032 -0.4588 -0.0584 0.5305
N -1.443 -0.975 -1.075 -0.7846 1.9845 -0.1034
N 0.258 1.584 -0.214 -1.2819 -1.2191 -1.2106
N 0.441 0.559 1.931 -1.2921 -3.3504 -0.7860
N 0.585 0.371 -0.819 0.9558 2.1162 1.0969
N -0.035 -0.582 1.423 1.3818 5.2076 1.2693
O 0.614 -1.762 -1.212 1.2337 -2.2760 -1.1026
H -2.166 -0.267 -0.999 0.7160 0.2155 0.0916
H -1.883 -1.863 -1.094 0.6855 -1.1339 -0.1905
H -0.640 1.961 -0.478 -0.7129 -0.0987 0.0980
H 0.888 2.326 -0.425 1.1754 -0.0232 -0.4766
H 1.340 0.830 2.348 0.4030 -1.1881 -0.7166
H -0.124 1.385 1.902 -1.3114 -0.1952 0.2288
H 1.579 -1.665 -1.464 -1.7477 0.6625 0.5637
H 0.712 -1.216 1.206 1.0382 -0.6432 0.7076
```
Positions in Å, forces in eV/Å.

Values from the calculation:
Gap between HOMO and LUMO (alpha / beta) = 0.276 / 0.277 hartree
E_HOMO (alpha / beta) = -13.11 / -13.12 eV
Total charge = +1
Energy above the lowest of the compared OMol25 structures with the same formula, charge and spin = 40.8 kcal/mol

(3)
DFT (the ωB97M-V functional and the def2-TZVPD basis) results for 2 unconnected molecules or ions with the total composition CH8NO.

Geometry as XYZ:
```
11
Properties=species:S:1:pos:R:3:forces:R:3
C -0.273 0.679 -1.852 -1.8835 0.9529 -1.6974
N 0.599 0.991 -0.730 1.4866 -0.9304 1.1744
H -1.144 1.341 -1.710 0.1647 -0.4669 -0.4317
H -0.630 -0.362 -1.920 0.5600 0.4125 0.5566
H 0.220 0.945 -2.802 -0.1622 -0.0881 0.5277
H 0.192 0.619 0.151 0.4490 0.2854 -0.4271
H 0.802 2.002 -0.595 -0.2553 -0.7045 -0.2832
H 1.498 0.499 -0.908 -0.3707 0.4644 0.6341
O -0.441 -2.201 3.057 0.1090 0.0735 1.0898
H 0.034 -2.890 3.574 -0.5317 0.7217 -0.5108
H -0.858 -1.624 3.737 0.4343 -0.7205 -0.6324
```
Positions in Å, forces in eV/Å.

Values from the calculation:
Gap between HOMO and LUMO = 0.375 hartree
E_HOMO = -14.33 eV
Total charge = +1
Energy above the lowest of the compared OMol25 structures with the same formula, charge and spin = 17.0 kcal/mol

(4)
DFT (the ωB97M-V functional and the def2-TZVPD basis) results for 3 unconnected molecules or ions with the total composition CH8NO2.

Geometry as XYZ:
```
12
Properties=species:S:1:pos:R:3:forces:R:3
C -1.021 0.594 1.557 0.0196 0.9463 -0.8448
N -1.618 1.115 0.539 -0.8827 0.4689 0.7794
H -0.800 1.203 2.467 -0.5370 -0.6383 -0.7628
H -0.657 -0.419 1.409 0.0891 0.0891 0.2820
H -1.825 0.615 -0.325 0.3125 -0.4756 0.2652
H -2.136 2.015 0.553 0.8266 -0.3632 0.4041
H 3.330 -0.095 -1.596 0.2161 -0.7758 -0.4207
H 3.420 1.476 -1.817 0.3513 1.0083 -0.9769
O 3.279 0.779 -1.162 -0.3254 -0.2739 1.2786
H -0.640 -2.396 -1.374 0.5417 0.2663 2.3343
H -0.955 -2.716 0.159 0.3042 -0.0872 -0.4672
O -0.376 -2.172 -0.409 -0.9158 -0.1649 -1.8711
```
Positions in Å, forces in eV/Å.

Values from the calculation:
Expectation value of S² = 0.75
Gap between HOMO and LUMO (alpha / beta) = 0.415 / 0.110 hartree
2S+1 = 2
E_HOMO (alpha / beta) = -19.95 / -18.71 eV
Total charge = +2
Energy above the lowest of the compared OMol25 structures with the same formula, charge and spin = 0.0 kcal/mol

(5)
DFT (the ωB97M-V functional and the def2-TZVPD basis) results for a gas-phase ion, CH8NO4P2 (charge +1).

Geometry as XYZ:
```
16
Properties=species:S:1:pos:R:3:forces:R:3
O -3.299 0.316 -0.623 -0.9348 -0.4527 0.7241
P -1.902 0.641 -0.804 -1.2111 0.8898 -1.2848
N -0.959 -0.875 -0.493 0.5793 0.2068 0.3355
C -0.057 -0.845 0.699 1.0279 -0.8585 0.6251
P 1.414 0.178 0.345 1.0307 0.3367 -0.7358
O 1.371 0.662 -1.033 -1.2936 0.3360 -0.8288
O 2.645 -0.782 0.544 -0.1909 0.2912 0.8351
O 1.529 1.353 1.396 -0.3698 -0.2011 0.1193
H -1.681 0.916 -2.169 0.9254 0.0033 0.3865
H -1.420 1.669 0.031 0.6368 -0.4871 -0.0808
H -1.648 -1.623 -0.348 -0.1747 0.2181 -0.2467
H -0.412 -1.074 -1.343 0.1112 -0.0650 0.1790
H 0.312 -1.864 0.862 -0.0692 0.0423 -0.0968
H -0.556 -0.581 1.631 -0.3655 0.2706 -0.3266
H 3.447 -0.269 0.322 0.0229 -0.4855 0.1195
H 1.215 2.178 0.984 0.2753 -0.0448 0.2761
```
Positions in Å, forces in eV/Å.

Values from the calculation:
Gap between HOMO and LUMO = 0.437 hartree
E_HOMO = -15.64 eV
SMILES = O=[PH2][NH2+]CP(=O)(O)O
Total charge = +1

(6)
DFT (the ωB97M-V functional and the def2-TZVPD basis) results for 4 unconnected molecules or ions with the total composition CH8NO5.

Geometry as XYZ:
```
15
Properties=species:S:1:pos:R:3:forces:R:3
N -1.159 -0.890 -1.660 1.5310 3.1139 0.5528
C -0.594 0.001 -0.555 0.0997 -1.5307 -0.7984
O -0.228 -0.645 0.478 -0.2847 1.1276 -0.8877
O -0.433 1.220 -0.814 -0.7500 -1.2400 -0.0680
H -1.634 -1.694 -1.380 -0.7322 -1.2572 0.9953
H -1.681 -0.379 -2.359 0.1350 0.1735 0.1806
H 1.572 0.286 0.807 -1.7321 -0.2887 -0.1429
H 2.478 1.533 0.814 -0.5731 0.5173 -0.0887
O 2.463 0.583 0.829 2.1915 -0.3305 0.2270
H -0.372 -2.332 0.483 -0.2870 0.1349 -0.2782
H -0.612 -3.482 -0.538 0.3350 -0.0587 -0.7359
O -0.755 -3.236 0.363 -0.2005 -0.2959 0.9588
H 0.273 2.642 1.887 -0.2437 -0.3854 0.0148
H -0.093 2.403 0.326 1.0937 0.3830 1.3109
O 0.421 2.984 1.007 -0.5826 -0.0631 -1.2404
```
Positions in Å, forces in eV/Å.

Values from the calculation:
Gap between HOMO and LUMO = 0.359 hartree
E_HOMO = -5.84 eV
Total charge = -1
Energy above the lowest of the compared OMol25 structures with the same formula, charge and spin = 5.0 kcal/mol

(7)
DFT (the ωB97M-V functional and the def2-TZVPD basis) results for a molecular structure, CH8NOSi.

Geometry as XYZ:
```
12
Properties=species:S:1:pos:R:3:forces:R:3
C -0.945 -0.551 -0.007 0.2351 -1.3175 0.8499
N -2.317 0.680 -0.122 -2.0197 -2.2461 2.5605
O 0.026 -0.007 -0.526 2.2819 1.1947 -1.7364
Si 3.283 -0.136 0.101 0.0243 -0.6869 -0.9477
H -1.396 -1.438 -0.517 -0.4136 0.6036 0.2833
H -0.759 -0.670 1.069 -1.4266 -0.1735 0.5152
H -2.205 1.383 0.565 0.7398 1.0113 0.7049
H -3.288 0.349 0.090 0.9637 0.1054 -0.8780
H -2.219 1.062 -1.007 0.0395 0.8130 -2.1749
H 4.735 -0.206 -0.320 -0.8295 0.2644 0.3083
H 2.934 -0.068 1.498 0.1236 0.2133 0.4772
H 2.152 -0.398 -0.825 0.2815 0.2182 0.0376
```
Positions in Å, forces in eV/Å.

Values from the calculation:
Gap between HOMO and LUMO = 0.184 hartree
E_HOMO = -12.02 eV
Total charge = +1
Energy above the lowest of the compared OMol25 structures with the same formula, charge and spin = 83.2 kcal/mol

(8)
DFT (the ωB97M-V functional and the def2-TZVPD basis) results for a molecular structure, CH8NS2.

Geometry as XYZ:
```
12
Properties=species:S:1:pos:R:3:forces:R:3
C 1.708 0.263 0.695 -1.2169 0.7012 -0.1026
S 0.483 0.200 -0.730 0.0843 1.3389 0.6336
S -1.207 1.236 0.006 0.4610 -0.3563 -0.1719
H 1.908 1.342 0.884 0.5931 -1.0364 -0.4263
H 2.511 -0.439 0.445 0.1951 0.7620 -0.1185
H 1.232 -0.086 1.610 -0.2220 -0.1647 -0.0123
H -1.992 0.198 0.413 0.4462 0.1737 -0.1541
N -0.219 -2.329 0.365 -0.3870 -1.3812 0.8656
H -1.004 -2.318 1.047 0.5381 -0.3295 -0.6884
H -0.078 -1.313 -0.055 -0.0155 -0.6474 -0.3910
H 0.636 -2.563 0.889 -0.3251 0.0319 -0.1410
H -0.340 -3.071 -0.365 -0.1510 0.9078 0.7069
```
Positions in Å, forces in eV/Å.

Values from the calculation:
Gap between HOMO and LUMO = 0.365 hartree
E_HOMO = -13.85 eV
Total charge = +1
Energy above the lowest of the compared OMol25 structures with the same formula, charge and spin = 13.4 kcal/mol

(9)
DFT (the ωB97M-V functional and the def2-TZVPD basis) results for CH8O3SSi2 in the gas phase.

Geometry as XYZ:
```
15
Properties=species:S:1:pos:R:3:forces:R:3
C 3.685 -1.041 -1.481 -0.3258 3.3511 0.9083
O 3.792 -0.002 1.184 2.0388 0.8987 -0.7972
O 1.787 -0.641 0.515 -0.3832 -0.9538 -0.0725
O -1.459 -1.171 1.036 3.4640 0.0414 -1.9852
Si -2.937 -0.489 1.025 -1.5721 0.3502 1.9095
Si 0.448 -1.344 -0.010 -4.5035 1.5440 1.6970
S 3.108 0.162 -0.088 0.2227 -1.1666 1.5478
H 2.746 -1.414 -1.717 -1.4813 -1.6369 -0.5966
H 3.807 -0.254 -2.243 0.7097 -0.5176 0.0478
H 4.509 -1.703 -1.339 0.3212 -0.3835 0.3311
H -3.878 -0.395 -0.183 1.2144 0.4113 0.0467
H -3.817 -1.443 1.758 0.1896 -0.1337 0.1117
H -3.164 0.803 2.022 0.6876 -1.2146 -1.6212
H 0.436 -2.780 -0.060 0.1306 -0.3766 -0.1290
H 0.120 -0.310 -0.940 -0.7126 -0.2134 -1.3980
```
Positions in Å, forces in eV/Å.

Values from the calculation:
Gap between HOMO and LUMO = 0.331 hartree
E_HOMO = -9.56 eV
Energy above the lowest of the compared OMol25 structures with the same formula, charge and spin = 44.0 kcal/mol

(10)
DFT (the ωB97M-V functional and the def2-TZVPD basis) results for 4 unconnected molecules or ions with the total composition CH8O4.

Geometry as XYZ:
```
13
Properties=species:S:1:pos:R:3:forces:R:3
C 0.531 -0.327 -2.703 -2.6374 -0.3652 1.9813
O -0.554 -0.885 -2.425 3.3884 1.4006 -1.1372
H 0.786 0.665 -2.215 -0.3091 -0.7718 -0.5657
H 1.337 -0.759 -3.317 -0.4159 -0.2622 -0.1945
O 1.120 -0.344 0.655 -1.1205 -1.3732 -1.0871
H 0.432 -0.901 0.170 1.1272 1.3004 1.0307
H 1.750 -1.013 0.954 -0.0132 0.2248 0.0592
O -2.131 -1.081 1.626 -0.1091 -0.0209 0.1759
H -2.885 -0.999 2.226 0.2121 -0.0346 -0.2354
H -2.489 -1.439 0.808 -0.0981 0.0345 0.0021
O 0.655 2.762 1.216 0.6616 -1.9707 -0.0338
H 1.003 1.880 0.906 -0.3509 1.2097 -0.3009
H 0.446 2.440 2.100 -0.3352 0.6286 0.3053
```
Positions in Å, forces in eV/Å.

Values from the calculation:
Gap between HOMO and LUMO = 0.400 hartree
E_HOMO = -10.53 eV
SMILES = C=O.O.O.O
Energy above the lowest of the compared OMol25 structures with the same formula, charge and spin = 16.6 kcal/mol